Record 1
ORCA calculation (the ωB97M-V functional and the def2-TZVPD basis) on one molecule with the formula C5H9NO.

Structure (XYZ):
```
16
Properties=species:S:1:pos:R:3:forces:R:3
C -1.554 -1.204 -0.149 -0.05 -0.02 0.01
C -0.570 -0.141 -0.606 -0.09 -0.06 -0.10
C -0.757 1.337 -0.161 -0.19 0.17 -0.01
C 0.708 1.381 0.372 0.12 0.06 0.06
C 0.777 -0.102 0.065 0.20 -0.45 -0.11
N 1.538 -1.104 0.147 -0.61 0.24 -0.25
O 2.782 -0.873 0.706 0.17 -0.13 0.08
H -2.492 -1.129 -0.708 0.07 -0.01 0.10
H -1.777 -1.109 0.920 0.05 0.03 -0.14
H -1.135 -2.203 -0.314 -0.07 0.19 0.01
H -0.410 -0.225 -1.688 -0.12 0.09 0.09
H -0.994 2.039 -0.964 0.03 -0.05 0.15
H -1.500 1.437 0.634 0.11 0.01 -0.10
H 0.835 1.671 1.420 0.00 -0.13 -0.17
H 1.399 1.977 -0.234 -0.10 -0.11 0.08
H 3.149 -1.751 0.560 0.48 0.19 0.31
```
Positions in Å, forces in eV/Å.

SMILES = C[C@H]1CC/C1=N\O
LUMO = 1.109 eV
calculated total energy = -325.8269 Ha
orbital gap = 10.52 eV
E_HOMO = -9.41 eV
energy above the lowest of the compared OMol25 structures with the same formula, charge and spin = 290.42 kJ/mol

---

Record 2
ORCA calculation (the ωB97M-V functional and the def2-TZVPD basis) on C5H9NO as an isolated structure in a non-equilibrium geometry.

Structure (XYZ):
```
16
Properties=species:S:1:pos:R:3:forces:R:3
C -1.039 -0.318 1.196 0.18 -0.13 -0.04
C -0.179 -0.034 -0.050 0.14 -0.18 0.01
C -0.188 -1.251 -1.074 0.06 0.90 0.63
C -0.312 1.467 -0.526 -0.25 -0.26 -0.24
O 1.091 1.685 -0.208 0.17 -0.09 0.09
C 1.218 0.391 0.228 0.50 -0.37 0.27
N 2.205 -0.274 0.617 0.09 0.37 0.04
H -0.902 0.444 1.979 0.08 -0.15 -0.35
H -2.116 -0.359 0.975 0.33 -0.02 -0.17
H -0.739 -1.278 1.618 -0.07 0.01 0.06
H 0.073 -2.236 -0.607 -0.64 1.07 0.06
H -1.229 -1.131 -1.340 -0.28 -1.14 -0.90
H 0.513 -1.209 -1.944 -0.72 0.67 0.66
H -0.930 2.141 0.096 0.12 -0.57 -0.20
H -0.511 1.665 -1.580 0.07 -0.14 0.02
H 3.044 0.297 0.619 0.22 0.04 0.07
```
Positions in Å, forces in eV/Å.

LUMO = 0.875 eV
calculated total energy = -325.8693 Ha
orbital gap = 10.83 eV
E_HOMO = -9.95 eV
energy above the lowest of the compared OMol25 structures with the same formula, charge and spin = 179.25 kJ/mol

---

Record 3
ORCA calculation (the ωB97M-V functional and the def2-TZVPD basis) on one molecule with the formula C5H9NO in a non-equilibrium geometry.

Structure (XYZ):
```
16
Properties=species:S:1:pos:R:3:forces:R:3
C -2.163 -0.255 -0.285 -0.23 -0.03 -0.02
C -0.701 -0.671 -0.365 -0.29 -0.22 -0.10
C 0.189 0.535 -0.126 -0.40 -1.08 -0.21
C 2.128 1.485 0.130 1.15 0.94 0.24
O 1.587 0.015 -0.287 -1.17 1.11 0.53
C -0.354 -1.694 0.628 0.18 -0.78 0.67
N -0.005 -2.449 1.434 -0.30 0.70 -0.74
H -2.366 0.516 -1.035 0.02 -0.13 0.10
H -2.396 0.154 0.704 0.03 -0.09 -0.15
H -2.813 -1.109 -0.473 -0.05 0.10 0.03
H -0.450 -1.062 -1.356 -0.18 -0.13 0.07
H 0.022 1.301 -0.892 0.37 -0.48 0.20
H -0.018 1.008 0.844 0.51 -0.42 -0.29
H 2.598 1.253 1.089 0.38 0.02 -0.05
H 2.865 1.654 -0.649 0.52 -0.17 0.06
H 1.839 -0.683 0.364 -0.52 0.65 -0.34
```
Positions in Å, forces in eV/Å.

LUMO = 0.641 eV
calculated total energy = -325.7253 Ha
orbital gap = 7.81 eV
E_HOMO = -7.17 eV
energy above the lowest of the compared OMol25 structures with the same formula, charge and spin = 557.14 kJ/mol

---

Record 4
ORCA calculation (the ωB97M-V functional and the def2-TZVPD basis) on a 3-piece molecular cluster, C5H9NO overall.

Structure (XYZ):
```
16
Properties=species:S:1:pos:R:3:forces:R:3
C 0.484 -0.909 -1.853 0.00 0.02 -0.04
C 0.635 -1.325 -0.411 -0.15 -0.18 -0.11
N 1.543 -0.581 0.470 0.15 0.16 0.08
C 0.171 -0.422 0.657 -0.12 0.12 -0.16
C -0.629 0.770 0.562 0.06 -0.23 0.15
C -0.900 1.883 1.450 -0.19 0.04 0.24
O -0.113 2.010 0.245 0.14 0.10 -0.15
H -0.458 -1.278 -2.269 0.11 0.02 0.07
H 1.302 -1.313 -2.460 -0.10 0.03 0.08
H 0.483 0.183 -1.942 0.00 -0.14 0.02
H 0.647 -2.399 -0.227 -0.01 0.15 -0.01
H 2.051 0.206 0.076 -0.07 -0.06 0.00
H -1.246 -0.907 1.205 0.04 0.07 -0.04
H -1.776 -0.307 0.708 0.07 0.03 -0.03
H -1.869 2.377 1.422 0.13 -0.09 -0.01
H -0.326 2.011 2.366 -0.07 -0.06 -0.11
```
Positions in Å, forces in eV/Å.

LUMO = 0.540 eV
calculated total energy = -325.6495 Ha
orbital gap = 9.17 eV
E_HOMO = -8.63 eV
energy above the lowest of the compared OMol25 structures with the same formula, charge and spin = 756.33 kJ/mol

---

Record 5
ORCA calculation (the ωB97M-V functional and the def2-TZVPD basis) on one molecule with the formula C5H9NO.

Structure (XYZ):
```
16
Properties=species:S:1:pos:R:3:forces:R:3
C 1.863 -0.329 -0.721 0.04 0.05 0.02
C 0.627 -0.221 -1.591 0.23 -0.19 0.03
N -0.345 -1.223 -1.204 -0.02 -0.03 -0.20
C -0.817 -0.057 -0.465 -0.28 0.09 0.19
C -0.746 -0.130 1.041 0.04 0.00 -0.06
C -0.963 1.214 1.691 -0.03 0.27 -0.17
O -1.092 2.245 1.073 0.05 -0.44 0.29
H 1.786 -0.947 0.184 -0.04 0.08 -0.14
H 2.594 -0.821 -1.376 -0.11 0.07 0.06
H 2.279 0.655 -0.483 -0.06 -0.13 -0.05
H -0.153 0.826 -0.934 -0.03 0.05 0.07
H -0.979 -1.377 -1.984 0.09 0.00 0.13
H -1.774 0.318 -0.835 0.17 -0.03 0.02
H 0.215 -0.529 1.383 -0.13 0.07 -0.02
H -1.500 -0.833 1.421 0.09 0.10 -0.04
H -0.995 1.209 2.800 0.00 0.03 -0.12
```
Positions in Å, forces in eV/Å.

LUMO = 0.925 eV
calculated total energy = -325.7521 Ha
orbital gap = 9.04 eV
E_HOMO = -8.11 eV
energy above the lowest of the compared OMol25 structures with the same formula, charge and spin = 486.88 kJ/mol

---

Record 6
ORCA calculation (the ωB97M-V functional and the def2-TZVPD basis) on one molecule with the formula C5H9NO in a non-equilibrium geometry.

Structure (XYZ):
```
16
Properties=species:S:1:pos:R:3:forces:R:3
C -0.999 0.787 1.584 0.08 0.08 0.18
C -0.649 0.184 0.443 0.29 0.49 0.01
C -1.706 -0.231 -0.558 0.04 0.04 -0.09
C 0.738 -0.103 0.070 -1.09 -1.99 -1.02
C 1.119 -0.270 -1.366 0.09 -0.34 -0.14
N 1.666 -0.423 0.960 0.29 3.83 -0.80
O 1.781 0.617 1.823 0.61 -1.57 1.51
H -2.041 0.926 1.835 -0.13 -0.10 -0.04
H -0.256 1.161 2.266 0.08 0.02 0.01
H -1.760 0.477 -1.391 -0.01 -0.10 0.03
H -1.509 -1.224 -0.971 -0.05 0.08 0.01
H -2.684 -0.247 -0.076 0.10 0.00 -0.03
H 0.403 0.174 -2.060 0.05 -0.15 0.18
H 1.244 -1.331 -1.613 -0.02 0.08 -0.15
H 2.086 0.221 -1.512 -0.09 -0.03 -0.12
H 2.568 -0.717 0.566 -0.25 -0.33 0.47
```
Positions in Å, forces in eV/Å.

SMILES = C=C(C)/C(C)=[NH+]\[O-]
LUMO (spin up / spin down) = -0.132 / -0.182 eV
calculated total energy = -325.7598 Ha
orbital gap (spin up / spin down) = 8.28 / 7.38 eV
E_HOMO (spin up / spin down) = -8.41 / -7.56 eV
energy above the lowest of the compared OMol25 structures with the same formula, charge and spin = 466.71 kJ/mol

---

Record 7
ORCA calculation (the ωB97M-V functional and the def2-TZVPD basis) on one molecule with the formula C5H9NO.

Structure (XYZ):
```
16
Properties=species:S:1:pos:R:3:forces:R:3
C 2.360 1.060 1.475 0.27 0.23 0.36
C 1.467 0.710 0.571 -0.16 -0.21 -0.53
C 0.070 0.211 0.847 0.43 -0.15 0.36
C -0.860 0.371 -0.337 0.00 -0.36 -0.90
N -0.816 -0.789 -1.248 -0.35 0.02 0.46
C -1.941 -1.449 -1.628 -0.14 -0.23 -0.17
O -1.943 -2.549 -2.133 0.09 -0.14 -0.08
H 2.137 1.069 2.535 -0.12 -0.06 0.05
H 3.365 1.373 1.216 -0.08 -0.03 -0.15
H 1.748 0.726 -0.485 0.02 0.02 0.15
H -0.334 0.685 1.735 -0.09 0.30 0.10
H 0.144 -0.843 1.122 -0.14 -0.15 -0.11
H -1.899 0.503 -0.053 -0.10 -0.02 0.24
H -0.585 1.257 -0.909 0.06 0.18 0.07
H -0.021 -1.415 -1.237 0.20 0.30 0.00
H -2.893 -0.917 -1.469 0.12 0.31 0.14
```
Positions in Å, forces in eV/Å.

SMILES = C=CCCNC=O
LUMO = 0.985 eV
calculated total energy = -325.8874 Ha
orbital gap = 10.79 eV
E_HOMO = -9.81 eV
energy above the lowest of the compared OMol25 structures with the same formula, charge and spin = 131.67 kJ/mol

---

Record 8
ORCA calculation (the ωB97M-V functional and the def2-TZVPD basis) on a 2-piece molecular cluster, C5H9NO overall in a non-equilibrium geometry.

Structure (XYZ):
```
16
Properties=species:S:1:pos:R:3:forces:R:3
C 1.968 -0.066 -0.244 -0.07 0.20 0.16
C 0.610 0.019 0.469 -0.31 -0.11 0.07
C -0.417 -0.952 -0.052 -0.24 0.01 0.20
O -0.160 -2.283 0.151 0.22 -0.07 -0.04
C -1.568 -0.619 -0.625 -0.02 0.06 -0.43
C -2.461 2.331 1.359 0.80 0.23 -1.05
N -1.776 2.473 0.414 -0.77 0.06 0.96
H 1.905 0.441 -1.221 0.07 -0.59 0.17
H 2.715 0.483 0.330 0.03 -0.05 0.03
H 2.322 -1.109 -0.327 -0.17 0.50 -0.24
H 0.177 1.021 0.383 0.32 -0.27 0.07
H 0.713 -0.172 1.550 0.13 0.04 -0.20
H -1.224 2.541 -0.419 -0.15 0.09 0.17
H 0.629 -2.399 0.690 -0.03 0.09 -0.06
H -2.253 -1.375 -0.999 0.13 0.09 0.21
H -1.834 0.419 -0.777 0.08 -0.30 -0.01
```
Positions in Å, forces in eV/Å.

LUMO = 0.716 eV
calculated total energy = -325.8323 Ha
orbital gap = 9.58 eV
E_HOMO = -8.86 eV
energy above the lowest of the compared OMol25 structures with the same formula, charge and spin = 276.41 kJ/mol